1.
The following is a DFT calculation (the ωB97M-V functional and the def2-TZVPD basis) of 4 unconnected molecules or ions with the total composition C35H30ClFN2O16 at a distorted geometry.

Summary:
SMILES: CCCNc1c2c(cc(F)c1[C@H](Cl)CC)C(=O)C(CON=O)=CC2=O.O=C1C=C(O)C(=O)C=C1O.O=C1C=C(O)C(=O)C=C1O.O=C1C=C(O)C(=O)C=C1O
HOMO: -8.68 eV
Molecular weight: 789.07 Da
LUMO level: -1.46 eV

Last column: Löwdin charge in e.
CARTESIAN COORDINATES (ANGSTROEM)
C -0.461 -3.236 -7.012  -0.119
C 0.957 -2.811 -7.353  -0.231
C 1.543 -1.682 -6.460  -0.156
N 0.628 -1.307 -5.347  0.048
C 1.225 -0.986 -4.128  -0.137
C 2.042 -1.905 -3.443  -0.023
C 2.644 -1.569 -2.226  -0.072
C 2.426 -0.337 -1.642  0.059
C 1.619 0.554 -2.323  -0.190
F 1.442 1.768 -1.752  0.070
C 0.999 0.278 -3.534  -0.112
C 0.158 1.368 -4.162  -0.591
Cl -1.514 0.839 -4.519  0.689
C 0.887 2.035 -5.369  -0.224
C 0.255 1.889 -6.758  -0.128
C 3.533 -2.558 -1.546  -0.273
O 3.603 -2.644 -0.354  0.147
C 4.288 -3.449 -2.474  -0.089
C 5.681 -3.924 -2.164  -0.148
O 6.124 -3.508 -0.880  -0.129
N 7.405 -2.846 -0.969  -0.005
O 7.301 -1.713 -0.761  0.110
C 3.673 -3.789 -3.602  0.072
C 2.320 -3.281 -3.931  -0.339
O 1.544 -3.960 -4.547  0.134
H -0.554 -3.641 -6.013  0.059
H -0.748 -4.027 -7.705  0.071
H -1.178 -2.431 -7.146  0.068
H 1.610 -3.679 -7.360  0.096
H 0.923 -2.436 -8.375  0.095
H 1.653 -0.809 -7.100  0.104
H 2.510 -1.960 -6.061  0.107
H 0.081 -0.530 -5.677  0.031
H 2.882 -0.052 -0.711  0.132
H 0.050 2.126 -3.404  0.084
H 1.923 1.713 -5.369  0.111
H 0.920 3.100 -5.159  0.107
H -0.214 0.930 -6.941  0.039
H 1.047 1.991 -7.498  0.074
H -0.446 2.693 -6.948  0.073
H 5.766 -5.003 -2.268  0.132
H 6.334 -3.478 -2.917  0.129
H 4.120 -4.438 -4.344  0.138
O 1.549 0.350 5.757  0.106
C 1.478 -0.121 4.636  -0.317
C 2.047 -1.399 4.251  0.076
C 1.933 -1.825 2.984  -0.229
O 2.440 -2.971 2.558  0.123
C 1.220 -1.012 1.937  -0.299
O 1.161 -1.466 0.812  0.108
C 0.638 0.263 2.327  0.089
C 0.756 0.681 3.591  -0.221
O 0.245 1.832 4.029  0.081
H 2.559 -1.972 5.011  0.135
H 2.258 -3.019 1.598  0.103
H 0.116 0.834 1.571  0.138
H 0.476 1.880 4.979  0.131
O -1.152 4.511 3.494  0.116
C -2.264 4.529 3.006  -0.310
C -2.840 5.701 2.363  0.074
C -4.085 5.648 1.873  -0.240
O -4.675 6.676 1.274  0.113
C -4.923 4.404 1.967  -0.318
O -6.051 4.448 1.512  0.105
C -4.343 3.227 2.588  0.075
C -3.094 3.272 3.075  -0.229
O -2.518 2.221 3.648  0.088
H -2.232 6.592 2.306  0.135
H -5.567 6.365 1.024  0.119
H -4.950 2.334 2.634  0.135
H -1.606 2.472 3.917  0.087
O -1.973 -0.256 6.000  0.106
C -2.906 -0.022 6.747  -0.303
C -3.702 1.191 6.694  0.079
C -4.697 1.374 7.572  -0.233
O -5.464 2.457 7.584  0.118
C -5.024 0.351 8.625  -0.315
O -5.932 0.603 9.395  0.108
C -4.243 -0.874 8.664  0.075
C -3.248 -1.056 7.785  -0.234
O -2.492 -2.146 7.760  0.118
H -3.453 1.917 5.934  0.118
H -6.097 2.332 8.317  0.120
H -4.495 -1.608 9.415  0.136
H -1.851 -2.014 7.035  0.120

***

2.
The following is a DFT calculation (the ωB97M-V functional and the def2-TZVPD basis) of a molecular structure, C35H30ClN4O7RuS at a distorted geometry.

Summary:
Multiplicity: 2
HOMO (alpha / beta): -7.95 / -7.80 eV
Molecular weight: 787.24 Da
Energy relative to the best compared isomer or geometry (same formula, charge and spin): 44.4 kcal/mol
LUMO level (alpha / beta): -0.46 / -0.85 eV

Last column: Löwdin spin population.
CARTESIAN COORDINATES (ANGSTROEM)
Ru 0.793 1.598 -1.051  0.876
O 2.288 5.408 -2.457  -0.002
Cl 2.440 4.249 -1.651  0.003
O 3.630 3.523 -1.966  0.003
O 2.368 4.545 -0.251  0.001
O 1.259 3.368 -1.984  0.026
C -3.121 -4.756 1.154  0.000
O -2.291 -3.630 1.374  0.000
C -2.408 -2.972 2.554  0.000
C -3.266 -3.324 3.584  0.000
C -3.283 -2.571 4.755  0.000
C -2.437 -1.489 4.908  0.000
C -1.563 -1.148 3.882  0.000
C -1.563 -1.861 2.695  0.000
N -0.697 -1.563 1.620  0.002
C -0.598 -0.357 0.969  0.003
N -1.302 0.659 1.482  0.001
C -1.559 1.922 0.905  0.001
C -0.892 2.448 -0.193  0.026
C -1.287 3.738 -0.600  0.014
C -2.282 4.443 0.044  0.004
C -2.928 3.899 1.152  0.001
C -2.559 2.644 1.584  0.001
O -3.098 2.005 2.674  0.000
C -4.239 2.589 3.274  0.000
N 0.134 -0.241 -0.112  -0.002
C 0.530 -1.478 -0.706  0.003
C 1.860 -1.904 -0.677  -0.001
C 2.201 -3.128 -1.257  0.003
C 1.267 -3.873 -1.946  -0.001
C -0.040 -3.419 -2.029  0.004
C -0.424 -2.231 -1.422  -0.001
O -1.754 -1.954 -1.484  0.000
C -2.240 -0.628 -1.703  0.001
H -2.872 -5.121 0.162  0.000
H -4.177 -4.475 1.183  0.000
H -2.929 -5.538 1.893  0.000
H -3.925 -4.174 3.482  0.000
H -3.961 -2.850 5.551  0.000
H -2.437 -0.918 5.826  0.000
H -0.867 -0.328 4.007  0.000
H -0.441 -2.358 1.052  0.000
H -1.897 0.447 2.270  0.000
H -0.784 4.199 -1.438  0.001
H -2.552 5.434 -0.296  0.000
H -3.693 4.461 1.667  0.000
H -3.987 3.531 3.767  0.000
H -4.590 1.877 4.016  0.000
H -5.024 2.765 2.535  0.000
H 2.420 -1.644 0.219  0.000
H 3.233 -3.455 -1.207  0.000
H 1.546 -4.805 -2.420  0.000
H -0.795 -3.972 -2.572  0.000
H -3.175 -0.749 -2.247  0.000
H -1.544 -0.045 -2.299  0.000
H -2.438 -0.112 -0.764  0.000
S 4.584 -0.617 -2.011  0.008
C 4.937 0.341 -0.606  -0.001
C 6.133 0.464 0.094  0.001
C 6.157 1.313 1.183  -0.002
C 5.010 2.011 1.580  0.001
C 3.821 1.877 0.894  -0.001
C 3.795 1.043 -0.221  0.001
N 2.706 0.796 -1.036  0.004
C 2.893 -0.198 -1.877  0.022
C 2.004 -0.131 -3.044  -0.001
C 2.184 -0.816 -4.237  0.002
C 1.279 -0.618 -5.269  -0.001
C 0.221 0.266 -5.097  0.002
C 0.038 0.939 -3.894  0.002
C 0.904 0.719 -2.830  -0.007
H 7.016 -0.081 -0.209  0.000
H 7.077 1.436 1.740  0.000
H 5.056 2.668 2.438  0.000
H 2.938 2.430 1.185  0.001
H 3.037 -1.469 -4.376  0.000
H 1.414 -1.129 -6.212  0.000
H -0.468 0.439 -5.914  0.000
H -0.787 1.635 -3.788  0.001

***

3.
The following is a DFT calculation (the ωB97M-V functional and the def2-TZVPD basis) of a molecular structure, C35H30F9N3PRhSSi at a distorted geometry.

Summary:
Net charge: +2
HOMO (alpha / beta): -13.64 / -13.65 eV
Molecular weight: 857.66 Da
Energy relative to the best compared isomer or geometry (same formula, charge and spin): 25.0 kcal/mol
LUMO level (alpha / beta): -7.67 / -7.67 eV

Last column: Löwdin charge in e.
CARTESIAN COORDINATES (ANGSTROEM)
Rh 0.449 0.600 -0.133  0.657
C 2.179 0.955 4.756  0.005
N 0.873 1.337 4.210  -0.100
C -0.257 1.647 4.949  0.008
C -1.234 1.950 4.085  0.000
N -0.695 1.828 2.793  0.034
C 0.599 1.429 2.904  -0.622
S 1.756 1.023 1.721  0.833
C -1.419 2.195 1.635  -0.202
C -2.431 3.134 1.779  0.034
C -3.230 3.454 0.702  0.011
C -3.006 2.818 -0.510  -0.002
C -1.967 1.927 -0.590  -0.090
N -1.163 1.608 0.459  -0.028
H 2.117 1.008 5.838  0.107
H 2.938 1.645 4.394  0.103
H 2.423 -0.060 4.446  0.096
H -0.258 1.614 6.024  0.147
H -2.265 2.194 4.260  0.136
H -2.569 3.633 2.725  0.127
H -4.011 4.195 0.809  0.136
H -3.601 3.024 -1.387  0.132
H -1.726 1.444 -1.526  0.106
C 3.000 3.065 -4.659  -0.182
Si 2.173 4.049 -3.329  0.419
C 3.380 5.106 -2.400  -0.181
C 0.734 5.034 -3.947  -0.184
C 1.497 2.804 -2.086  -0.149
C 1.075 1.949 -1.327  -0.269
H 3.375 3.736 -5.437  0.044
H 2.303 2.374 -5.138  0.036
H 3.852 2.486 -4.300  0.037
H 3.794 5.842 -3.095  0.044
H 4.210 4.522 -2.000  0.037
H 2.912 5.650 -1.579  0.036
H 1.079 5.757 -4.691  0.044
H 0.223 5.596 -3.164  0.035
H -0.003 4.392 -4.436  0.034
F -2.511 -5.890 -5.009  0.163
C -2.587 -4.565 -5.149  -0.595
F -1.889 -4.217 -6.236  0.164
F -3.869 -4.243 -5.367  0.167
C -2.066 -3.842 -3.924  -0.080
C -1.806 -2.483 -4.022  0.018
C -1.360 -1.792 -2.908  -0.065
C -1.174 -2.473 -1.706  -0.360
C -1.434 -3.840 -1.612  -0.051
C -1.886 -4.524 -2.729  0.027
P -0.518 -1.599 -0.290  1.055
C 1.228 -1.978 -0.044  -0.364
C 2.063 -1.125 -0.790  -0.187
C 3.446 -1.129 -0.594  0.024
C 3.979 -1.993 0.337  -0.078
C 3.160 -2.868 1.056  0.044
C 1.790 -2.856 0.883  -0.045
C 5.468 -2.019 0.612  -0.595
F 5.704 -1.628 1.875  0.160
F 5.951 -3.256 0.473  0.176
F 6.135 -1.206 -0.205  0.168
C -1.460 -1.941 1.200  -0.344
C -0.871 -1.782 2.456  -0.085
C -1.657 -1.793 3.596  0.006
C -3.031 -1.937 3.483  -0.093
C -3.625 -2.114 2.241  0.024
C -2.842 -2.116 1.098  -0.049
C -3.908 -1.831 4.709  -0.593
F -3.206 -1.993 5.836  0.156
F -4.891 -2.729 4.690  0.176
F -4.472 -0.607 4.759  0.146
H -1.948 -1.969 -4.963  0.138
H -1.149 -0.731 -2.981  0.098
H -1.292 -4.373 -0.680  0.122
H -2.090 -5.584 -2.675  0.135
H 1.663 -0.546 -1.637  0.104
H 4.081 -0.477 -1.177  0.143
H 3.611 -3.562 1.755  0.145
H 1.165 -3.523 1.462  0.123
H 0.198 -1.637 2.548  0.088
H -1.204 -1.691 4.573  0.128
H -4.696 -2.250 2.166  0.140
H -3.311 -2.250 0.130  0.118

***

4.
The following is a DFT calculation (the ωB97M-V functional and the def2-TZVPD basis) of a molecular structure, C35H30N7O4ReS2 at a distorted geometry.

Summary:
Net charge: +1
Multiplicity: 2
HOMO (alpha / beta): -10.54 / -10.39 eV
Molecular weight: 863.01 Da
Energy relative to the best compared isomer or geometry (same formula, charge and spin): 0.0 kcal/mol
LUMO level (alpha / beta): -3.91 / -3.56 eV

Last column: Löwdin spin population.
CARTESIAN COORDINATES (ANGSTROEM)
Re -0.666 0.661 -1.265  0.799
O -1.168 2.076 -0.120  0.092
C -1.091 2.226 1.221  0.008
C -1.469 3.463 1.736  -0.001
C -1.443 3.691 3.097  -0.001
C -1.030 2.688 3.972  -0.002
C -0.644 1.467 3.463  -0.001
C -0.664 1.209 2.086  0.000
C -0.189 -0.081 1.631  -0.006
N -0.149 -0.440 0.400  0.002
N 0.450 -1.686 0.146  0.006
C 0.525 -1.883 -1.135  0.006
O 0.015 -1.064 -2.030  0.063
C 1.187 -3.096 -1.652  0.000
C 1.672 -3.093 -2.956  0.000
C 2.367 -4.195 -3.433  0.000
C 2.576 -5.293 -2.612  0.000
C 2.087 -5.298 -1.311  0.000
C 1.394 -4.201 -0.828  0.000
H -1.783 4.229 1.039  0.000
H -1.746 4.656 3.483  0.000
H -1.000 2.870 5.038  0.000
H -0.308 0.680 4.128  0.000
H 0.206 -0.785 2.358  0.000
H 1.537 -2.214 -3.569  0.000
H 2.750 -4.192 -4.444  0.000
H 3.135 -6.144 -2.980  0.000
H 2.251 -6.156 -0.672  0.000
H 1.016 -4.186 0.186  0.000
C -2.512 -3.223 -2.569  0.000
N -2.664 -2.910 -1.146  -0.001
C -2.659 -3.838 -0.132  0.000
C -2.836 -3.166 1.018  -0.001
N -2.942 -1.818 0.705  -0.001
C -2.823 -1.675 -0.639  -0.001
S -2.829 -0.278 -1.673  -0.012
C -3.285 -0.800 1.670  0.000
C -3.507 -1.144 2.998  0.000
C -3.847 -0.121 3.866  0.000
C -3.965 1.174 3.385  0.000
C -3.733 1.390 2.040  0.000
N -3.387 0.418 1.198  0.000
H -2.384 -4.298 -2.659  0.000
H -1.647 -2.708 -2.973  0.000
H -3.402 -2.910 -3.109  0.000
H -2.540 -4.890 -0.317  0.000
H -2.862 -3.535 2.024  0.000
H -3.434 -2.155 3.365  0.000
H -4.029 -0.342 4.909  0.000
H -4.233 1.994 4.036  0.000
H -3.828 2.378 1.605  0.000
C 4.599 1.591 3.838  0.000
C 4.021 1.532 2.451  0.000
C 3.562 0.322 1.931  0.000
C 3.111 0.229 0.626  0.000
C 3.089 1.373 -0.162  0.000
C 3.519 2.594 0.338  0.000
C 3.976 2.665 1.644  0.000
S 2.639 1.262 -1.855  0.000
O 2.714 -0.111 -2.258  0.000
O 3.345 2.260 -2.605  0.000
N 1.042 1.744 -1.769  -0.005
C 0.449 2.357 -2.891  0.021
C 0.925 3.313 -3.782  -0.004
C 0.054 3.740 -4.764  0.023
C -1.250 3.243 -4.843  -0.001
C -1.658 2.320 -3.913  0.014
N -0.812 1.893 -2.967  0.003
H 3.898 1.196 4.575  0.000
H 4.857 2.610 4.119  0.000
H 5.504 0.985 3.893  0.000
H 3.582 -0.567 2.552  0.000
H 2.800 -0.721 0.216  0.000
H 3.507 3.471 -0.295  0.000
H 4.318 3.614 2.037  0.000
H 1.935 3.680 -3.703  -0.001
H 0.388 4.477 -5.482  0.001
H -1.931 3.577 -5.612  0.000
H -2.655 1.900 -3.900  0.000